Entry from the OMol25 dataset: 2 unconnected molecules or ions with the total composition C5H7I (ωB97M-V/def2-TZVPD).

Structure (XYZ):
```
13
Properties=species:S:1:pos:R:3:lowdin_charge:R:1
C 2.27 1.22 -1.00 0.03
C 1.98 0.65 0.02 -0.33
C -1.67 -1.08 -0.02 -0.25
C 1.37 0.05 1.04 -0.05
C -1.18 0.35 -0.05 -0.75
I -0.90 1.16 -1.90 0.91
H 2.76 1.42 -1.91 0.02
H -2.74 -1.07 0.29 0.08
H -1.05 -1.52 0.84 0.08
H -1.59 -1.66 -0.90 0.03
H 0.81 0.61 1.79 0.06
H 1.30 -1.13 0.94 0.12
H -1.36 1.00 0.85 0.05
```

As for the energy relative to the best compared isomer or geometry (same formula, charge and spin): 94.0 kcal/mol. Its HOMO energy (alpha / beta) is -8.0 / -7.8 eV. As for the net charge: 0. For the electronic energy, the calculation gives -13393.4061 eV. Its HOMO-LUMO gap (alpha / beta) is 0.2985 / 0.2730 Ha.

Entry from the OMol25 dataset: a molecular structure, C23H22IN8O2V (ωB97M-V/def2-TZVPD).

Structure (XYZ):
```
57
Properties=species:S:1:pos:R:3:mulliken_spin:R:1
V -0.26 0.03 0.69 2.70
N -0.23 0.52 -3.66 0.00
C -0.65 0.36 -2.41 0.07
N 0.14 0.17 -1.39 -0.09
C 1.54 0.13 -1.61 0.00
N 2.37 0.03 -0.63 0.02
N 1.68 0.03 0.60 -0.10
C 2.36 0.22 1.68 0.14
C 1.55 0.34 2.91 0.06
C 2.08 0.80 4.09 0.01
C 1.24 1.02 5.16 0.01
C -0.11 0.76 5.02 0.02
C -0.57 0.30 3.80 0.03
N 0.23 0.07 2.76 0.01
C 2.04 0.25 -2.98 0.00
C 3.40 0.18 -3.29 0.00
C 3.82 0.34 -4.59 0.00
C 2.89 0.57 -5.61 0.00
C 1.54 0.64 -5.32 0.00
C 1.13 0.47 -4.00 -0.01
H -0.92 0.66 -4.38 0.00
H -1.72 0.38 -2.25 0.00
H 3.43 0.38 1.67 0.00
H 3.15 1.00 4.15 0.00
H 1.63 1.40 6.10 0.00
H -0.81 0.93 5.83 0.00
H -1.62 0.11 3.64 0.00
H 4.11 0.02 -2.48 0.00
H 4.88 0.28 -4.83 0.00
H 3.22 0.70 -6.63 0.00
H 0.81 0.83 -6.10 0.00
C -4.13 1.66 -0.23 0.00
C -2.77 1.33 0.29 0.09
N -2.24 0.13 0.27 -0.02
O -2.95 -0.81 -0.52 0.01
C -1.92 2.36 0.84 0.00
C -2.33 3.75 1.18 0.00
N -0.66 1.93 0.99 -0.09
O 0.25 2.69 1.43 0.09
H -4.50 0.89 -0.89 0.00
H -4.12 2.62 -0.74 0.00
H -4.83 1.75 0.61 0.01
H -3.30 -1.44 0.12 0.00
H -3.33 3.78 1.60 0.00
H -2.31 4.41 0.31 0.00
H -1.62 4.15 1.90 0.00
I -2.76 -2.53 2.38 0.00
C -1.11 -3.23 1.31 0.01
C -0.99 -4.61 1.18 -0.01
C 0.07 -5.11 0.45 0.01
C 0.97 -4.22 -0.12 0.00
C 0.76 -2.87 0.06 0.04
N -0.26 -2.36 0.77 -0.02
H -1.73 -5.26 1.63 0.00
H 0.19 -6.18 0.33 0.00
H 1.82 -4.56 -0.69 0.00
H 1.45 -2.16 -0.37 -0.02
```

As for the energy relative to the best compared isomer or geometry (same formula, charge and spin): 0.0 kcal/mol. Its HOMO energy (alpha / beta) is -9.4 / -10.0 eV. The multiplicity is 4. The expectation value of S² is 3.78. As for the net charge: +1. For the electronic energy, the calculation gives -74006.0868 eV. Its HOMO-LUMO gap (alpha / beta) is 0.2279 / 0.2510 Ha.

Entry from the OMol25 dataset: C2H3N3O in the gas phase (ωB97M-V/def2-TZVPD).

Structure (XYZ):
```
9
Properties=species:S:1:pos:R:3:lowdin_charge:R:1
O -1.99 -0.22 -0.22 0.07
C -0.65 -0.12 -0.07 -0.42
N 0.18 -1.11 0.22 0.11
N 1.38 -0.49 0.21 -0.10
N 1.35 0.81 0.00 0.05
C 0.08 1.08 -0.22 -0.09
H -2.30 -1.12 -0.05 0.12
H 2.21 -0.91 0.60 0.15
H -0.26 2.07 -0.48 0.11
```

As for the SMILES: Oc1cn[nH]n1. As for the energy relative to the best compared isomer or geometry (same formula, charge and spin): 24.9 kcal/mol. Its HOMO energy is -9.4 eV. As for the net charge: 0. For the electronic energy, the calculation gives -8639.4157 eV. Its HOMO-LUMO gap is 0.3799 Ha.

Entry from the OMol25 dataset: C5H7NO in the gas phase (ωB97M-V/def2-TZVPD).

Structure (XYZ):
```
14
Properties=species:S:1:pos:R:3:lowdin_charge:R:1
C -2.35 0.15 -0.02 -0.05
C -0.84 0.10 0.02 -0.31
C -0.24 -1.09 -0.11 -0.14
O 1.10 -1.00 -0.07 -0.01
C 1.49 0.28 0.11 -0.25
N 2.89 0.19 -0.19 0.09
C 0.21 1.09 0.18 0.04
H -2.82 1.01 0.48 0.07
H -2.75 -0.76 0.46 0.08
H -2.72 0.14 -1.06 0.08
H -0.63 -2.08 -0.13 0.12
H 3.20 -0.74 -0.51 0.10
H 3.67 0.73 0.14 0.08
H -0.21 1.98 0.70 0.10
```

As for the SMILES: Cc1coc(N)c1. As for the energy relative to the best compared isomer or geometry (same formula, charge and spin): 55.5 kcal/mol. Its HOMO energy is -7.4 eV. As for the net charge: 0. For the electronic energy, the calculation gives -8833.7971 eV. Its HOMO-LUMO gap is 0.3090 Ha.

Entry from the OMol25 dataset: a gas-phase ion, C5H12N5 (charge +1) (ωB97M-V/def2-TZVPD).

Structure (XYZ):
```
22
Properties=species:S:1:pos:R:3:lowdin_charge:R:1
C -2.39 -0.14 0.26 -0.01
C -1.42 -1.27 0.46 -0.01
C -1.90 1.11 0.04 -0.05
C -0.11 -1.18 0.14 -0.30
C 0.47 0.11 -0.51 -0.54
N 0.82 -2.12 0.00 0.18
N 0.37 -0.06 -1.87 0.13
N 1.79 0.76 1.35 0.01
N 1.78 0.42 -0.11 -0.03
N -0.46 1.28 0.12 0.12
H -3.43 -0.29 0.28 0.10
H -1.93 -2.16 0.60 0.09
H -2.35 1.98 -0.34 0.10
H 0.48 -3.02 0.39 0.16
H 1.66 -1.74 0.24 0.06
H -0.45 -0.54 -2.28 0.14
H 0.52 0.84 -2.49 0.17
H 1.97 0.01 1.98 0.07
H 2.68 1.35 1.51 0.14
H 2.18 1.39 -0.57 0.21
H -0.20 2.10 -0.28 0.12
H -0.06 1.18 1.06 0.14
```

As for the SMILES: NN[C@]1(N)[NH2+]C=CC=C1N. As for the energy relative to the best compared isomer or geometry (same formula, charge and spin): 94.8 kcal/mol. Its HOMO energy is -12.0 eV. As for the net charge: +1. For the electronic energy, the calculation gives -12820.8479 eV. Its HOMO-LUMO gap is 0.3231 Ha.

Entry from the OMol25 dataset: C2H3N3O2 in the gas phase (ωB97M-V/def2-TZVPD).

Structure (XYZ):
```
10
Properties=species:S:1:pos:R:3:lowdin_charge:R:1
C 1.24 1.20 0.05 -0.14
C -0.26 -0.24 0.70 -0.42
H -1.30 -0.99 -1.75 0.08
H 1.91 2.07 0.12 0.14
H -1.48 -0.62 2.42 0.13
N -0.25 -0.02 -0.75 -0.15
N 0.71 0.94 -1.17 0.15
N -1.32 -0.86 1.28 0.09
O -0.63 -1.33 -1.20 0.04
O 0.75 0.50 1.09 0.09
```

As for the SMILES: [H]/N=c1\ocnn1O. As for the energy relative to the best compared isomer or geometry (same formula, charge and spin): 134.0 kcal/mol. Its HOMO energy is -8.8 eV. As for the net charge: 0. For the electronic energy, the calculation gives -10682.6471 eV. Its HOMO-LUMO gap is 0.3459 Ha.

Entry from the OMol25 dataset: 2 unconnected molecules or ions with the total composition C2H2ClIS (ωB97M-V/def2-TZVPD).

Structure (XYZ):
```
7
Properties=species:S:1:pos:R:3:lowdin_charge:R:1
C 1.21 0.73 0.22 -1.29
C -0.77 -0.85 -0.30 -0.63
S 1.24 1.54 -1.12 0.65
Cl 1.79 0.79 1.78 0.62
I -2.23 0.44 0.43 0.71
H -0.38 -0.88 -1.32 -0.03
H -0.87 -1.77 0.31 -0.03
```

Its HOMO energy (alpha / beta) is -8.0 / -8.2 eV. As for the net charge: 0. For the electronic energy, the calculation gives -33560.4850 eV. Its HOMO-LUMO gap (alpha / beta) is 0.2709 / 0.2790 Ha.

Number 5 is which compound? C5H12N5

Which value of net charge does entry 3 give? 0